#i
# C6H15N2

C6H15N2 in the gas phase (wB97M-V/def2-TZVPD, the OMol25 dataset).

ORCA input file:
```
! RIJCOSX wB97M-V def2-TZVPD def2/J DEFGRID3
* xyz 0 2
C -1.42491 1.32637 2.16982
C -0.81107 0.29990 1.22586
C -1.03916 0.82034 -0.20013
C -0.91761 -0.25837 -1.31829
N 2.60991 -1.51297 -1.97654
C 1.38540 -0.87763 -1.98817
C 0.30937 -1.13191 -1.26227
N 0.68352 0.22533 1.51112
H -2.48941 1.14587 2.31771
H -1.09451 1.23839 3.20647
H -1.31172 2.36701 1.88879
H -1.25904 -0.67139 1.44608
H -2.05961 1.19755 -0.27086
H -0.35723 1.67336 -0.31120
H -1.05404 0.21609 -2.30432
H -1.83187 -0.84694 -1.16102
H 3.19925 -1.33865 -2.76918
H 2.70733 -2.43894 -1.59756
H 1.36851 -0.00816 -2.63430
H 0.14843 -1.99447 -0.61535
H 1.24659 0.79474 0.84954
H 1.06679 -0.73236 1.30759
H 0.92509 0.50683 2.48620
*
```

For the lowest unoccupied orbital energy (alpha / beta), the calculation gives 0.037 / 0.032 Ha. The value obtained for the frontier orbital gap (alpha / beta) is 0.1507 / 0.3343 Eh. The calculation puts the molecular weight at 115.2 g mol⁻¹. The HOMO energy (alpha / beta) is -3.0961 / -8.2310 eV. As for the expectation value of S²: 0.7507.


#ii
# C6H15N2

C6H15N2 in the gas phase (wB97M-V/def2-TZVPD, the OMol25 dataset).

ORCA input file:
```
! RIJCOSX wB97M-V def2-TZVPD def2/J DEFGRID3
* xyz 0 2
C -0.75761 -2.51182 -1.49016
C -0.32158 -1.42747 -0.51296
C -0.05369 -0.11416 -1.22994
C 1.18234 0.62426 -0.61232
N 0.53074 2.94525 2.33934
C 0.92058 2.41125 1.11950
C 0.96782 1.12636 0.79465
N -1.46382 -1.18832 0.48817
H 0.09258 -2.64540 -2.16856
H -0.86730 -3.43023 -0.91234
H -1.63708 -2.32742 -2.09957
H 0.49593 -1.82297 0.03851
H 0.30833 -0.19556 -2.25533
H -0.87509 0.59349 -1.17250
H 1.48555 1.42841 -1.28470
H 2.00034 -0.09260 -0.56041
H 0.67243 3.93935 2.39349
H 0.62276 2.46514 3.21679
H 1.04113 3.17009 0.35382
H 0.92461 0.27497 1.46680
H -2.05598 -2.01503 0.71541
H -2.09237 -0.49483 0.02019
H -1.12064 -0.71277 1.35210
*
```

For the lowest unoccupied orbital energy (alpha / beta), the calculation gives 0.037 / 0.034 Ha. The value obtained for the frontier orbital gap (alpha / beta) is 0.1561 / 0.3314 Eh. The calculation puts the molecular weight at 115.2 g mol⁻¹. The HOMO energy (alpha / beta) is -3.2422 / -8.1032 eV. As for the expectation value of S²: 0.7506.


Order of stability, best first: #i, #ii


#i
# C2H8S3

2 unconnected molecules or ions with the total composition C2H8S3 (wB97M-V/def2-TZVPD, the OMol25 dataset).

ORCA input file:
```
! RIJCOSX wB97M-V def2-TZVPD def2/J DEFGRID3
* xyz 0 1
S 2.48385 -0.05979 5.15308
S 4.03401 -1.40178 5.41588
H 2.79394 0.22014 3.88005
H 3.26580 -2.46236 5.70290
C -0.47637 -0.28778 -1.49724
S -1.20808 -0.35043 -3.16207
C -2.33381 1.06932 -3.01680
H -1.14560 0.26967 -0.85165
H -0.15518 -1.19486 -0.99995
H 0.46441 0.23999 -1.68200
H -2.69610 1.38204 -3.98286
H -1.82616 1.87144 -2.48903
H -3.20070 0.70439 -2.47033
*
```

For the lowest unoccupied orbital energy, the calculation gives 0.010 Ha. The value obtained for the frontier orbital gap is 0.3194 Eh. The calculation puts the molecular weight at 128.3 g mol⁻¹. Its SMILES is CSC.SS. The HOMO energy is -8.4109 eV.


#ii
# C2H8S3

2 unconnected molecules or ions with the total composition C2H8S3 (wB97M-V/def2-TZVPD, the OMol25 dataset).

ORCA input file:
```
! RIJCOSX wB97M-V def2-TZVPD def2/J DEFGRID3
* xyz 0 1
S -2.17188 -1.03813 0.68177
S -1.03291 -1.28214 2.38810
H -2.87017 0.10058 0.83939
H -0.43254 -0.09454 2.38845
C 0.42462 0.25315 -1.00849
S 1.62619 1.67579 -1.26291
C 2.68188 0.97889 -2.49594
H -0.42947 0.44443 -1.67234
H 0.93950 -0.66070 -1.25648
H 0.15703 0.41252 0.02264
H 3.40477 1.72218 -2.84578
H 2.11275 0.57002 -3.32772
H 3.34521 0.15325 -2.12159
*
```

For the lowest unoccupied orbital energy, the calculation gives 0.008 Ha. The value obtained for the frontier orbital gap is 0.3161 Eh. The calculation puts the molecular weight at 128.3 g mol⁻¹. Its SMILES is CSC.SS. The HOMO energy is -8.3931 eV.


#iii
# C2H8S3

2 unconnected molecules or ions with the total composition C2H8S3 (wB97M-V/def2-TZVPD, the OMol25 dataset).

ORCA input file:
```
! RIJCOSX wB97M-V def2-TZVPD def2/J DEFGRID3
* xyz 0 1
S 2.03760 -0.37809 -0.46538
S 3.26906 0.00092 1.18099
H 1.00841 0.37314 -0.31263
H 3.70585 1.31208 0.97061
C -2.55179 -0.64677 1.15307
C -2.35722 0.52685 0.19200
S -2.84310 0.26608 -1.47135
H -3.52001 -1.11124 1.20496
H -1.83848 -1.35656 0.81733
H -2.13892 -0.33022 2.15747
H -1.25666 0.62513 0.14585
H -2.90326 1.36541 0.54022
H -3.01993 1.61933 -1.50250
*
```

For the lowest unoccupied orbital energy, the calculation gives 0.008 Ha. The value obtained for the frontier orbital gap is 0.3402 Eh. The calculation puts the molecular weight at 128.3 g mol⁻¹. Its SMILES is CCS.SS. The HOMO energy is -9.0528 eV.


Order of stability, best first: #i, #ii, #iii


#i
# C6H16

2 unconnected molecules or ions with the total composition C6H16 (wB97M-V/def2-TZVPD, the OMol25 dataset).

ORCA input file:
```
! RIJCOSX wB97M-V def2-TZVPD def2/J DEFGRID3
* xyz 0 1
C -2.32323 1.79610 -0.16817
C -0.96680 2.22047 -0.74982
H -2.12152 0.99739 0.54063
H -2.74533 2.64402 0.37371
H -3.06767 1.41425 -0.87480
H -1.05418 2.78606 -1.68937
H -0.40679 1.38054 -1.15018
H -0.39835 2.80708 -0.03059
C 0.58245 -1.07874 0.31805
C 0.75858 -1.81713 -1.02125
C 0.94115 -1.91576 1.57974
C 1.31297 0.32032 0.32591
H -0.48336 -0.84848 0.23042
H 1.48281 -2.63041 -0.90148
H 1.35926 -1.25293 -1.78180
H 0.68855 -2.95593 1.39617
H 1.99148 -1.82954 1.82408
H 0.23847 -1.67546 2.39316
H 0.57105 0.89361 0.86507
H 2.24620 0.31398 0.90755
H 1.42756 0.60616 -0.71266
H -0.03329 -2.17560 -1.67435
*
```

For the lowest unoccupied orbital energy, the calculation gives 0.039 Ha. The value obtained for the frontier orbital gap is 0.4336 Eh. The calculation puts the molecular weight at 88.2 g mol⁻¹. Its SMILES is CC(C)C.CC. The HOMO energy is -10.7484 eV.


#ii
# C6H16

2 unconnected molecules or ions with the total composition C6H16 (wB97M-V/def2-TZVPD, the OMol25 dataset).

ORCA input file:
```
! RIJCOSX wB97M-V def2-TZVPD def2/J DEFGRID3
* xyz 0 1
C 0.39690 -0.69307 -2.79383
C -0.86313 -0.60816 -3.64439
H 0.36176 -1.38981 -1.96310
H 1.20280 -0.99442 -3.44728
H 0.66396 0.27721 -2.33246
H -0.91161 -1.43634 -4.33635
H -0.84291 0.30266 -4.24648
H -1.79386 -0.47814 -3.08022
C -0.24970 0.50955 1.76837
C 0.39772 1.33185 2.87627
C 0.76669 0.55417 0.59819
C -0.62241 -0.94471 2.11590
H -1.16802 0.99354 1.42235
H -0.19556 1.27982 3.80085
H 0.66548 1.53819 0.10795
H 1.80240 0.43837 0.94966
H 0.57180 -0.16346 -0.19992
H -1.58007 -1.19096 1.68104
H 0.14832 -1.71663 1.90974
H -0.58984 -1.09817 3.20433
H 0.40438 2.41119 2.60548
H 1.43490 1.07731 3.00390
*
```

For the lowest unoccupied orbital energy, the calculation gives 0.039 Ha. The value obtained for the frontier orbital gap is 0.4415 Eh. The calculation puts the molecular weight at 88.2 g mol⁻¹. Its SMILES is CC(C)C.CC. The HOMO energy is -10.9511 eV.


Order of stability, best first: #ii, #i